DFT (ωB97M-V/def2-TZVPD) results for a structure of composition C22H24AsCoN3O2PS5.

The value obtained for the energy is -193702.7507 eV. The largest force on an atom comes out at 0.0122 Eh/bohr. As for the energy above the lowest of the compared OMol25 structures with the same formula, charge and spin: 0.0 kJ/mol.

The geometry in ORCA input format:
```
! wB97M-V def2-TZVPD RIJCOSX def2/J DEFGRID3
* xyz 0 1
As 0.64215 2.00955 -0.80660
Co 0.21492 -0.00221 0.16907
S -0.89657 -0.86240 -1.55564
S 3.38999 1.43527 3.15185
S -3.75437 -1.42349 -0.84343
S 2.23827 -0.67863 -0.74892
S -1.91843 0.46405 0.65943
P 0.41060 -3.15221 1.25967
O -0.44706 -4.11286 2.00449
O 0.05928 -1.69418 1.19409
N 1.07698 0.76199 1.74428
N 2.73845 -1.87446 1.90467
N -1.17784 -3.94528 -0.64170
C -0.74103 4.85219 1.94674
C 2.14337 -3.22262 1.86215
C 0.64548 2.57506 -4.97001
C -1.64738 2.49899 -4.24254
C -2.32882 -0.62772 -0.59870
C 5.33755 1.92653 -0.87595
C 1.07063 2.40584 -3.65689
C 3.20967 0.81553 -0.81129
C 2.06290 1.04966 2.31425
C 3.31785 3.22252 -0.82393
C -0.67942 6.03750 1.22802
C 0.11951 4.83539 -0.69290
C 4.59531 0.75461 -0.86040
C 2.57023 2.05464 -0.81915
C -0.24848 6.02973 -0.09066
C -0.36598 3.65563 1.35431
C -1.22937 2.32132 -2.93501
C -0.70838 2.62495 -5.26042
C 0.30645 -3.82748 -0.46073
C 0.13250 2.28083 -2.64307
C 0.07152 3.64884 0.03403
C 4.70426 3.15937 -0.84738
H 6.41828 1.87465 -0.89575
H 0.70613 -3.18579 -1.24217
H 2.81659 4.18312 -0.79837
H 5.28745 4.07037 -0.83780
H -1.56269 -4.24773 0.26953
H -2.70471 2.52693 -4.47058
H 0.73746 -4.82589 -0.51118
H 2.13454 -1.23212 2.41425
H 2.75687 -3.87610 1.23929
H -1.95988 2.20951 -2.14070
H -0.20518 6.95247 -0.65467
H 2.08069 -3.66504 2.85796
H -1.56661 -3.01339 -0.88952
H 0.44184 4.83176 -1.72706
H -1.03613 2.75998 -6.28312
H -1.08398 4.85650 2.97291
H -0.41717 2.73195 1.91350
H -0.97199 6.96881 1.69553
H 3.65730 -1.86917 2.33415
H 5.09245 -0.20726 -0.87475
H 2.69603 -1.25653 0.65031
H 2.12933 2.36784 -3.42964
H -1.44077 -4.59262 -1.38012
H 1.37584 2.67224 -5.76283
*
```